1.
Here is 2 unconnected molecules or ions with the total composition C4H8N2 from the OMol25 dataset. Energies are from ωB97M-V with the def2-TZVPD basis set.

Results
energy	-7255.48620	eV
energy above the lowest of the compared OMol25 structures with the same formula, charge and spin	2.389	eV
total charge	0
gap between HOMO and LUMO	0.3398	Ha

Each line ends with the Mulliken charge.
Cartesian coordinates (Å):
C: -2.08 0.25 0.13  -0.798
C: -0.99 -0.83 0.21  -0.761
C: 1.87 0.40 0.56  -0.635
N: 2.56 -0.44 -0.17  -0.194
C: 1.28 1.47 -0.20  0.705
N: 0.78 2.40 -0.67  -0.420
H: -1.67 1.19 -0.26  0.240
H: -2.51 0.44 1.11  0.255
H: -2.90 -0.06 -0.54  0.284
H: -1.40 -1.77 0.60  0.362
H: -0.58 -1.03 -0.79  0.219
H: -0.19 -0.53 0.90  0.238
H: 2.64 -0.43 -1.18  0.246
H: 3.03 -1.21 0.30  0.259

---

2.
Here is a single C23H26N2O4 molecule from the OMol25 dataset. Energies are from ωB97M-V with the def2-TZVPD basis set.

Results
energy	-35443.58503	eV
SMILES string	CC(=O)c1cccc(NC(=O)CN2CCc3cc4c(cc3[C@@H]2C)OCCCO4)c1
energy above the lowest of the compared OMol25 structures with the same formula, charge and spin	2.352	eV
total charge	0
gap between HOMO and LUMO	0.3244	Ha

Each line ends with the Mulliken charge.
Cartesian coordinates (Å):
C: -8.67 -1.29 0.41  -1.436
C: -7.31 -1.43 -0.24  0.814
O: -7.01 -2.42 -0.87  -0.564
C: -6.37 -0.30 -0.07  0.132
C: -6.77 0.96 0.37  -0.576
C: -5.84 1.98 0.49  -0.939
C: -4.51 1.75 0.20  -0.679
C: -4.09 0.49 -0.23  0.723
N: -2.74 0.31 -0.51  -0.021
C: -2.05 -0.83 -0.79  0.565
O: -2.52 -1.94 -0.87  -0.665
C: -0.57 -0.54 -1.02  -0.809
N: -0.12 0.57 -0.21  0.313
C: -0.03 0.23 1.21  -1.136
C: 1.08 -0.77 1.53  -1.430
C: 2.36 -0.43 0.81  1.150
C: 3.55 -1.02 1.20  -0.831
C: 4.75 -0.78 0.54  0.332
C: 4.74 0.06 -0.58  0.197
C: 3.55 0.68 -0.95  -0.574
C: 2.37 0.46 -0.26  0.824
C: 1.11 1.19 -0.68  -1.426
C: 1.19 2.65 -0.21  -1.516
O: 5.83 0.32 -1.37  -0.472
C: 6.73 -0.76 -1.54  -0.595
C: 7.76 -0.85 -0.41  -0.398
C: 7.07 -0.65 0.94  -0.598
O: 5.87 -1.38 1.06  -0.470
C: -5.03 -0.53 -0.36  -0.231
H: -9.25 -0.53 -0.11  0.348
H: -9.20 -2.24 0.35  0.352
H: -8.57 -1.00 1.45  0.398
H: -7.81 1.17 0.59  0.353
H: -6.15 2.96 0.82  0.365
H: -3.78 2.54 0.31  0.429
H: -2.14 1.13 -0.41  0.051
H: 0.00 -1.47 -0.87  0.228
H: -0.47 -0.27 -2.08  0.516
H: 0.14 1.16 1.76  0.477
H: -1.00 -0.18 1.52  0.422
H: 1.26 -0.78 2.61  0.539
H: 0.77 -1.78 1.24  0.394
H: 3.57 -1.69 2.04  0.520
H: 3.57 1.33 -1.81  0.539
H: 1.06 1.21 -1.78  0.508
H: 2.00 3.16 -0.72  0.445
H: 1.37 2.71 0.86  0.377
H: 0.25 3.16 -0.44  0.355
H: 7.24 -0.58 -2.49  0.338
H: 6.17 -1.70 -1.61  0.346
H: 8.24 -1.83 -0.45  0.327
H: 8.53 -0.08 -0.52  0.326
H: 7.71 -1.01 1.75  0.341
H: 6.87 0.42 1.10  0.347
H: -4.73 -1.51 -0.70  0.671

---

3.
Here is a single C4H5ClF2O2 molecule from the OMol25 dataset. Energies are from ωB97M-V with the def2-TZVPD basis set.

Results
energy	-26279.15258	eV
SMILES string	OC[C@@]1(C(F)(F)Cl)CO1
energy above the lowest of the compared OMol25 structures with the same formula, charge and spin	0.250	eV
total charge	0
gap between HOMO and LUMO	0.4054	Ha

Each line ends with the Mulliken charge.
Cartesian coordinates (Å):
O: 1.17 1.51 -0.23  -0.504
C: 0.67 0.65 0.80  -0.733
C: -0.10 -0.43 0.03  0.951
C: -1.59 -0.21 0.12  0.510
F: -1.98 -0.06 1.40  -0.226
F: -2.38 -1.18 -0.41  -0.235
Cl: -2.02 1.40 -0.56  -0.144
C: 0.52 -1.09 -1.14  -0.697
O: 0.35 -1.77 0.07  -0.522
H: 2.08 2.03 0.05  0.324
H: 1.52 0.23 1.36  0.393
H: 0.11 1.16 1.68  0.272
H: 0.11 -1.39 -2.06  0.328
H: 1.54 -0.84 -1.13  0.284

---

4.
Here is a molecular structure, C24H45ClF7NbO11PS2 from the OMol25 dataset. Energies are from ωB97M-V with the def2-TZVPD basis set.

Results
energy	-112189.62940	eV
total charge	-1
gap between HOMO and LUMO	0.2079	Ha

Each line ends with the Mulliken charge.
Cartesian coordinates (Å):
C: 4.06 1.94 -1.23  -1.483
C: 2.90 1.63 -2.29  0.344
C: 2.69 0.07 -2.42  0.151
Cl: 4.31 -0.82 -2.24  -0.183
Nb: 1.77 -0.70 -4.35  -0.084
F: 3.34 -1.98 -4.60  -0.723
C: -0.03 0.62 -4.27  -0.940
O: 0.04 1.86 -3.52  0.053
C: -1.25 2.40 -3.69  0.014
C: -1.61 3.20 -4.88  0.049
C: -2.97 3.71 -5.10  -0.594
C: -4.04 3.41 -4.12  -0.342
C: -3.71 2.64 -2.91  -0.624
C: -2.33 2.14 -2.72  -0.082
C: 0.79 -1.58 -6.27  0.443
F: 0.68 -0.64 -7.32  -0.232
F: 1.37 -2.74 -6.74  -0.266
F: -0.57 -1.79 -5.92  -0.221
P: 3.14 0.98 -5.80  0.632
O: 3.48 0.39 -7.34  -0.550
O: 4.65 1.07 -5.02  -0.467
S: 2.26 2.70 -5.94  -0.406
S: 0.56 -2.42 -2.85  1.123
O: 1.64 -2.95 -1.97  -0.672
O: 0.01 -3.57 -3.59  -0.667
C: -0.71 -1.69 -1.68  0.483
F: -2.00 -1.67 -2.20  -0.209
F: -0.46 -0.42 -1.25  -0.204
F: -0.79 -2.52 -0.58  -0.218
H: 4.06 3.02 -0.91  0.404
H: 3.94 1.35 -0.28  0.315
H: 5.08 1.76 -1.67  0.316
H: 3.14 2.20 -3.21  -0.110
H: 1.96 2.07 -1.83  0.107
H: 2.14 -0.25 -1.49  0.334
H: -0.29 0.90 -5.34  0.589
H: -0.93 0.02 -3.92  0.694
H: -0.84 3.41 -5.66  0.291
H: -3.25 4.30 -6.00  0.342
H: -5.10 3.74 -4.25  0.301
H: -4.44 2.37 -2.12  0.324
H: -2.06 1.52 -1.83  0.322
H: 3.77 -0.54 -7.26  0.350
H: 5.12 0.25 -5.28  0.304
C: -3.03 -4.51 -1.10  -0.845
O: -4.07 -5.48 -1.20  -0.410
C: -3.64 -6.79 -0.85  -0.500
C: -4.11 -7.17 0.55  -0.478
O: -3.46 -6.39 1.55  -0.368
C: -4.28 -5.37 2.07  -0.725
H: -3.47 -3.53 -1.22  0.258
H: -2.53 -4.56 -0.13  0.366
H: -2.29 -4.67 -1.90  0.417
H: -2.55 -6.87 -0.92  0.311
H: -4.08 -7.47 -1.57  0.388
H: -3.85 -8.21 0.73  0.363
H: -5.20 -7.07 0.63  0.317
H: -5.07 -5.80 2.69  0.328
H: -4.73 -4.76 1.27  0.312
H: -3.67 -4.72 2.69  0.244
C: 3.14 3.14 5.62  -0.525
O: 3.72 1.85 5.61  -0.386
C: 3.14 0.99 4.63  -0.331
C: 4.03 0.84 3.41  -0.597
O: 4.10 2.06 2.68  -0.292
C: 5.32 2.75 2.89  -0.844
H: 3.74 3.78 6.26  0.251
H: 3.11 3.57 4.61  0.291
H: 2.12 3.08 6.03  0.155
H: 2.14 1.34 4.35  0.216
H: 3.02 0.01 5.11  0.360
H: 3.59 0.10 2.75  0.364
H: 5.03 0.50 3.70  0.389
H: 6.14 2.21 2.41  0.318
H: 5.54 2.86 3.96  0.402
H: 5.24 3.74 2.44  0.238
C: -2.21 1.48 3.95  -0.738
O: -2.05 2.73 4.62  -0.356
C: -3.02 2.94 5.63  -0.512
C: -2.45 2.70 7.01  -0.446
O: -2.16 1.32 7.22  -0.395
C: -0.77 1.05 7.12  -0.726
H: -1.34 1.32 3.32  0.257
H: -2.29 0.65 4.66  0.314
H: -3.10 1.51 3.32  0.326
H: -3.91 2.31 5.46  0.331
H: -3.34 3.99 5.55  0.364
H: -3.20 2.98 7.76  0.388
H: -1.56 3.32 7.18  0.282
H: -0.24 1.46 7.99  0.361
H: -0.34 1.45 6.20  0.267
H: -0.64 -0.04 7.12  0.288

---

5.
Here is a single C4H9N3O2 molecule from the OMol25 dataset. Energies are from ωB97M-V with the def2-TZVPD basis set.

Results
energy	-12854.54143	eV
SMILES string	[H]/N=C(/N)N(O)[C@H](C)C=O
energy above the lowest of the compared OMol25 structures with the same formula, charge and spin	5.386	eV
total charge	0
gap between HOMO and LUMO	0.3026	Ha

Each line ends with the Mulliken charge.
Cartesian coordinates (Å):
H: -0.03 0.21 2.31  0.340
N: 0.50 1.00 1.93  -0.634
C: 0.22 1.24 0.72  0.557
N: 0.43 2.36 -0.01  -0.436
N: -1.11 0.35 0.06  -0.234
O: -1.72 -0.41 1.10  -0.511
C: -0.35 -0.46 -0.78  0.301
C: -0.43 -1.96 -0.67  -1.354
C: 1.48 -0.15 -0.43  -0.132
O: 2.21 0.36 -1.26  -0.508
H: -0.32 2.72 -0.57  0.263
H: 1.32 2.42 -0.48  0.251
H: -2.39 0.20 1.43  0.352
H: -0.34 -0.05 -1.79  0.287
H: -1.45 -2.29 -0.86  0.358
H: -0.16 -2.30 0.33  0.336
H: 0.25 -2.43 -1.39  0.396
H: 1.87 -0.82 0.36  0.368

---

Q: Which value of energy does entry 1 give?
A: -7255.48620 eV

---

Q: Among the records above, which one has the lowest total charge?
A: C24H45ClF7NbO11PS2

---

Q: Look up the energy of the first one.
A: -7255.48620 eV